The following is a quantum chemistry calculation of a 2-piece molecular cluster, C3H11NOS2 overall in a non-equilibrium geometry, from the Open Molecules 2025 dataset.

Output
ΔE to the lowest compared entry with this formula, charge and spin   176.38 kJ/mol
SMILES   NCCCSS.O
Total charge   0
Energy   -1047.20018 Eh

Structure (XYZ):
```
18
Properties=species:S:1:pos:R:3:forces:R:3
S 1.4735 2.8065 -2.1136 0.300 0.369 -0.491
S 0.0638 1.8709 -0.9254 -0.381 0.373 0.485
C 0.8449 0.2841 -0.9086 -2.009 -2.139 1.055
C 0.2462 -0.6835 0.2190 1.240 2.228 0.110
C 0.9863 -0.4000 1.6202 -0.048 -2.299 -1.925
N 1.4124 -1.7605 2.1691 0.022 2.878 2.578
H 2.3219 1.7662 -2.0896 0.050 0.294 -0.083
H 0.6084 -0.2600 -1.7872 -0.052 -0.076 -1.365
H 1.8792 0.4159 -0.8702 1.742 -0.010 0.501
H -0.7016 -0.1479 0.4547 -0.352 -1.711 -0.778
H 0.3088 -1.7564 -0.2457 -0.647 1.971 1.632
H 1.7942 0.3007 1.4017 0.326 -0.167 0.247
H 0.3227 0.1134 2.3071 -0.185 -0.308 0.145
H 2.3304 -1.9472 1.7665 -0.077 -0.097 0.310
H 1.5693 -1.4897 3.2209 0.065 -1.311 -2.420
H -4.3986 0.2291 -1.6509 -0.826 0.204 0.025
H -5.7165 0.1853 -0.8820 -0.626 -0.559 1.513
O -5.3451 0.4733 -1.6861 1.458 0.361 -1.539
```
Forces are in eV/Å.

***

The following is a quantum chemistry calculation of a 22-piece molecular cluster, C6H50BN3O24 overall in a non-equilibrium geometry, from the Open Molecules 2025 dataset.

Output
Total charge   0
Energy   -2253.54666 Eh

Structure (XYZ):
```
84
Properties=species:S:1:pos:R:3:forces:R:3
N -2.1721 1.9502 -2.7931 -1.054 0.070 -2.517
C -1.8169 1.8832 -1.7247 2.557 0.028 3.982
C -1.0707 1.8103 -0.3701 -0.930 -0.724 -0.527
C -2.0609 2.0937 0.8172 -0.021 0.155 -0.377
C -3.5636 2.0027 0.4603 0.149 -0.446 0.183
O -4.2546 2.9303 0.7145 -0.830 1.390 0.183
O -4.1511 0.8936 -0.0952 1.287 0.027 0.820
C -0.3194 0.4263 -0.2842 -0.132 -0.435 -0.430
C -1.2510 -0.7636 -0.4779 3.161 4.405 0.810
N -1.8771 -1.6569 -0.7326 -2.139 -3.069 -0.615
B 0.6251 0.2580 1.0489 -0.001 -0.082 0.390
N 0.1939 -0.7015 2.0583 1.525 2.368 -0.392
O 1.8004 1.0477 1.2337 -1.769 -0.668 -0.232
H -0.2955 2.6040 -0.3599 -0.451 -0.485 -0.297
H -1.8975 1.4661 1.7189 0.084 0.124 -0.625
H -1.8828 3.1435 1.1372 -0.347 -0.730 -0.129
H -4.3346 0.2886 0.6593 -0.053 -0.287 -0.586
H 0.3858 0.3954 -1.1547 -0.459 -0.041 0.533
H 0.8424 -0.5555 2.8425 -0.298 -0.372 -0.087
H -0.7037 -0.3378 2.3897 -0.104 -1.075 -0.097
H 1.4737 1.9410 1.4407 0.787 0.061 -0.322
O 1.5292 -3.5798 2.2896 -0.130 -0.080 0.034
H 0.9374 -2.8157 2.3154 -0.038 0.084 -0.130
H 0.9745 -4.2936 1.9576 0.054 0.045 0.011
O -1.5505 -4.5150 -1.7199 -0.209 -0.031 0.167
H -1.8049 -3.6571 -1.3533 0.037 0.115 0.007
H -1.7248 -5.1380 -1.0068 0.022 -0.049 -0.138
O 3.3111 -0.3030 -1.0543 -0.207 -0.058 0.130
H 2.9960 0.1726 -0.2755 0.103 0.089 0.071
H 2.7935 -1.1164 -1.0685 0.175 -0.044 -0.136
O 1.0907 -5.0394 -2.9724 0.101 0.064 0.073
H 1.2671 -5.5906 -2.2011 0.037 -0.040 -0.097
H 0.1285 -5.0284 -3.0350 0.050 0.072 0.096
O 2.2662 -7.0316 -0.5308 -0.286 0.278 -0.367
H 3.1751 -7.2346 -0.7952 0.061 -0.158 0.339
H 2.3562 -6.2507 0.0258 0.012 -0.052 -0.032
O -3.1016 5.1822 1.9061 -0.257 0.063 -0.059
H -3.7123 5.9246 1.9714 0.213 0.080 0.147
H -3.6575 4.4454 1.5954 0.133 -0.039 -0.125
O -5.0811 -1.3894 1.1153 -0.101 -0.236 0.074
H -5.0985 -2.1572 1.6963 -0.010 0.140 0.068
H -5.7117 -1.6050 0.4177 0.102 0.115 -0.060
O -3.4788 2.8789 4.0165 -0.047 -0.120 -0.175
H -2.7441 3.3385 3.5867 0.084 0.077 0.287
H -4.0969 3.5839 4.2352 0.051 -0.045 -0.031
O 4.5930 -8.3399 0.2685 0.231 -0.187 0.060
H 4.8630 -8.0473 1.1518 -0.011 0.105 -0.017
H 4.1864 -9.1996 0.4191 -0.016 0.072 -0.095
O -0.9288 4.4470 3.6561 0.140 0.069 -0.318
H -1.4418 5.1159 3.1716 -0.195 -0.030 0.095
H -0.0691 4.4521 3.2215 -0.001 -0.013 0.140
O 0.6872 2.8572 -4.5329 0.068 0.021 0.118
H -0.0269 2.4664 -4.0197 -0.145 0.027 -0.072
H 0.3347 2.9337 -5.4286 0.043 -0.126 -0.023
O 1.2813 -8.2035 -3.3085 -0.053 -0.242 0.058
H 1.5441 -7.9267 -2.4223 -0.038 0.120 0.032
H 0.8669 -9.0635 -3.1816 0.048 0.059 -0.016
O 2.7434 2.4683 -2.0478 -0.138 0.150 0.352
H 2.4042 2.2555 -2.9233 -0.066 0.163 -0.227
H 3.4039 1.7816 -1.8858 -0.019 -0.086 -0.117
O 5.1497 -7.5863 3.0564 -0.031 -0.050 0.252
H 4.8723 -8.2494 3.6985 0.021 -0.003 -0.089
H 5.2893 -6.7911 3.5825 0.011 0.033 -0.171
O 2.8077 4.3689 0.3840 -0.381 -0.006 0.033
H 2.1780 5.0976 0.3642 0.132 0.026 -0.016
H 2.7404 3.9756 -0.4989 0.122 -0.231 -0.127
O -1.8745 -1.8610 3.0788 -0.780 -0.569 0.247
H -1.9462 -2.6281 3.6585 0.005 0.134 0.081
H -2.5122 -2.0371 2.3756 0.110 0.060 -0.064
O -1.2311 -1.7696 -4.1266 -0.057 0.122 0.145
H -1.4785 -0.9139 -3.7578 -0.037 -0.052 -0.053
H -1.4096 -2.3933 -3.4133 0.056 -0.033 -0.094
O -0.8833 2.0091 -7.3467 -0.170 0.029 0.073
H -1.6069 1.6138 -6.8465 0.094 -0.032 0.007
H -1.2332 2.0898 -8.2404 0.104 0.038 0.036
O -2.2709 7.5695 3.7724 -0.071 -0.147 -0.103
H -1.9826 8.0996 3.0215 0.071 0.050 0.144
H -1.5320 7.6239 4.3896 0.006 0.087 -0.097
O 0.2494 9.1424 4.0126 0.177 0.063 0.045
H 1.1495 8.9614 3.7194 -0.075 -0.041 -0.004
H 0.3437 9.8889 4.6149 -0.090 -0.040 -0.034
O 5.0727 1.7551 -3.5545 0.205 0.103 -0.123
H 5.1232 2.7130 -3.6495 -0.106 -0.050 0.060
H 5.8112 1.4243 -4.0774 -0.080 -0.077 0.061
```
Forces are in eV/Å.

***

The following is a quantum chemistry calculation of a 5-piece molecular cluster, C12H36N2O7 overall in a non-equilibrium geometry, from the Open Molecules 2025 dataset.

Output
ΔE to the lowest compared entry with this formula, charge and spin   78.82 kJ/mol
SMILES   COCCNCCOC.COCCNCCOC.O.O.O
Total charge   0
Energy   -1114.87213 Eh

Structure (XYZ):
```
57
Properties=species:S:1:pos:R:3:forces:R:3
C 0.0695 -1.6759 -0.4683 0.414 0.731 0.925
O -0.5314 -1.0035 0.6577 -0.684 -1.297 0.429
C -1.1736 -1.8922 1.6106 0.053 0.138 -1.005
C -2.6089 -2.2367 1.2724 0.129 1.435 0.549
N -2.7413 -3.0623 0.1079 -0.403 -0.139 -0.346
C -4.1391 -3.3558 -0.2531 1.506 -0.753 -0.669
C -4.8115 -4.2267 0.7851 -0.874 -0.673 0.884
O -4.0177 -5.3785 1.1706 1.127 1.448 -1.796
C -4.5525 -6.2974 2.0394 -0.943 -0.206 1.170
H -0.5731 -2.3832 -0.9925 -0.165 0.271 0.099
H 0.9671 -2.1745 -0.1025 0.073 -0.381 0.058
H 0.4420 -0.8757 -1.1079 -0.418 -0.231 -0.235
H -1.1823 -1.4129 2.5896 0.265 0.193 -0.093
H -0.6969 -2.8679 1.7057 0.881 0.021 -0.046
H -3.0979 -1.2687 1.1637 -0.423 -0.042 -0.380
H -3.0019 -2.6726 2.1909 -0.325 -0.306 0.266
H -2.3425 -3.9490 0.3817 0.230 -0.363 -0.288
H -4.1343 -3.8969 -1.1993 0.332 -0.413 -0.026
H -4.6178 -2.4378 -0.5941 -0.498 0.130 0.972
H -5.7446 -4.6119 0.3738 -0.329 0.099 0.085
H -5.0170 -3.6550 1.6901 -0.213 0.081 0.148
H -4.6007 -5.9365 3.0668 0.168 0.381 0.325
H -3.9430 -7.1998 2.0859 0.047 0.087 -0.437
H -5.5902 -6.5527 1.8247 -0.150 -0.246 -0.469
C 3.0363 5.7426 -3.1549 -0.426 -1.421 0.406
O 2.2700 4.9256 -2.1949 0.464 1.117 -0.941
C 1.6750 5.6051 -1.0832 0.006 -0.170 0.763
C 0.7057 4.6396 -0.3223 2.060 -0.052 -0.834
N 1.5471 3.6359 0.3597 -0.342 0.354 0.000
C 0.7856 2.7369 1.2213 1.317 0.003 0.128
C 1.7263 1.7583 1.9233 -0.375 -1.028 -0.695
O 2.2550 0.8000 0.9605 -0.285 0.642 0.629
C 3.1525 -0.1134 1.5328 0.690 -0.369 -0.341
H 2.3757 6.3392 -3.7839 -0.009 0.427 0.444
H 3.5270 5.0567 -3.8455 -0.339 -0.466 0.091
H 3.9000 6.2560 -2.7325 -0.494 0.514 0.545
H 1.1302 6.5185 -1.3219 -0.081 0.037 -0.685
H 2.5034 5.8987 -0.4384 -0.059 0.047 0.386
H 0.1340 4.1652 -1.1200 -0.699 0.021 0.141
H 0.0993 5.1726 0.4100 -0.026 0.070 -0.180
H 1.9384 3.0813 -0.3882 0.376 -0.207 -0.055
H 0.0255 2.2190 0.6364 -0.415 -0.255 0.400
H 0.3964 3.3302 2.0487 -0.590 0.060 -0.160
H 1.1831 1.2039 2.6886 -0.316 -0.198 0.017
H 2.5149 2.2765 2.4688 0.369 0.195 -0.392
H 3.9692 0.4098 2.0301 -0.108 0.007 0.524
H 3.6638 -0.7274 0.7914 -0.183 0.431 -0.790
H 2.7082 -0.9061 2.1347 -0.494 0.442 0.702
O 1.1208 2.6063 -3.0910 -0.704 0.141 -0.398
H 1.6094 1.8813 -2.7013 0.264 -0.595 0.002
H 1.6283 3.3861 -2.8660 0.120 0.494 0.072
O 2.3726 0.6064 -1.8205 0.262 0.166 -0.314
H 2.7135 -0.2759 -1.9677 -0.047 -0.391 -0.064
H 1.8283 0.5258 -1.0373 0.049 0.085 0.616
O 2.7662 -2.3291 -1.8869 0.019 0.180 -0.156
H 2.7344 -2.9836 -1.1892 -0.090 -0.146 0.230
H 3.6436 -2.4177 -2.2593 0.285 -0.101 -0.211
```
Forces are in eV/Å.

***

The following is a quantum chemistry calculation of one molecule with the formula C19H21N3O4S2, from the Open Molecules 2025 dataset.

Output
ΔE to the lowest compared entry with this formula, charge and spin   0.00 kJ/mol
SMILES   CCOC(=O)c1ccc(NC(=O)CSc2nc3c(c(=O)n2C)S[C@@H](C)C3)cc1
Total charge   0
Energy   -1998.29663 Eh

Structure (XYZ):
```
49
Properties=species:S:1:pos:R:3:forces:R:3
C -3.8716 -3.6297 1.6756 0.271 0.234 0.228
C -3.2089 -3.1164 2.9459 -0.220 -0.523 0.045
H -3.9460 -2.6979 3.6349 0.120 -0.053 -0.054
H -2.6541 -3.9231 3.4357 -0.135 0.163 -0.004
O -2.3099 -2.0448 2.6627 0.026 0.302 -0.041
C -1.0587 -2.3839 2.3091 0.122 -0.130 0.028
O -0.6626 -3.5205 2.2515 -0.063 0.006 -0.055
C -0.2328 -1.1932 1.9976 0.119 0.159 0.018
C 0.9780 -1.3728 1.3340 -0.317 0.028 0.173
C 1.7591 -0.2906 0.9841 0.176 0.003 -0.071
C 1.3262 0.9984 1.2857 -0.118 -0.284 0.146
C 0.1305 1.1786 1.9833 0.190 0.022 0.021
C -0.6414 0.0936 2.3398 0.062 -0.194 -0.050
H -1.5651 0.2369 2.8788 -0.071 0.023 0.008
H -0.1906 2.1796 2.2387 -0.035 0.095 0.032
N 1.9974 2.1477 0.8574 -0.100 0.287 0.424
C 3.1671 2.2232 0.1645 0.024 0.481 0.310
O 3.9667 1.3225 0.0592 0.149 -0.232 -0.046
C 3.3518 3.5498 -0.5520 -0.111 -0.159 -0.456
H 2.5898 4.2901 -0.3171 0.039 -0.031 0.080
H 4.3502 3.9512 -0.3884 -0.035 -0.042 0.083
S 3.2875 3.1608 -2.3456 0.213 0.193 0.008
C 2.0440 1.8898 -2.2739 -0.166 0.644 0.060
N 0.8880 2.2329 -1.7999 0.122 0.561 -0.152
C -0.0448 1.2671 -1.6977 0.141 -0.904 -0.268
C 0.2030 -0.0270 -2.0561 -0.246 0.433 0.044
C 1.4795 -0.4348 -2.5816 -0.181 0.392 0.069
O 1.8068 -1.5496 -2.9203 -0.062 -0.463 -0.012
N 2.3843 0.6494 -2.6797 -0.284 -0.097 0.081
C 3.7222 0.3563 -3.1485 0.582 -0.324 -0.151
H 3.7443 -0.7011 -3.4087 -0.005 0.166 -0.016
H 4.4412 0.5569 -2.3526 -0.056 0.003 -0.080
H 3.9623 0.9622 -4.0213 0.010 -0.064 0.029
S -1.1283 -1.1159 -1.8159 -0.309 -0.080 0.090
C -2.2796 0.3055 -1.4664 0.157 -0.325 -0.163
C -3.2483 -0.0655 -0.3605 0.066 -0.029 -0.178
H -3.8464 -0.9225 -0.6604 -0.132 -0.084 0.058
H -2.7097 -0.3211 0.5490 0.013 -0.011 0.080
H -3.9159 0.7694 -0.1550 -0.112 0.066 0.030
H -2.8232 0.4629 -2.4021 0.053 0.077 0.093
C -1.4111 1.5242 -1.1434 0.046 -0.027 -0.069
H -1.8338 2.4369 -1.5647 -0.001 0.033 0.038
H -1.3328 1.6546 -0.0597 -0.010 0.031 -0.032
H 1.4518 2.9955 0.9334 0.165 -0.147 -0.210
H 2.6929 -0.4395 0.4684 0.025 0.005 -0.019
H 1.2870 -2.3750 1.0812 0.039 -0.088 -0.029
H -4.4138 -2.8267 1.1824 -0.088 0.044 -0.057
H -3.1169 -4.0163 0.9953 0.026 -0.065 -0.063
H -4.5652 -4.4279 1.9235 -0.098 -0.096 -0.001
```
Forces are in eV/Å.

***

The following is a quantum chemistry calculation of one molecule with the formula C6H6O, from the Open Molecules 2025 dataset.

Output
ΔE to the lowest compared entry with this formula, charge and spin   377.34 kJ/mol
SMILES   C#CC[C@H](O)C#C
Total charge   0
Energy   -307.31971 Eh

Structure (XYZ):
```
13
Properties=species:S:1:pos:R:3:forces:R:3
O 1.0182 -1.3428 1.3351 0.211 0.051 -0.187
C -0.2194 -0.8374 0.8796 -0.247 0.064 -0.088
C -0.2888 0.7104 0.9439 -0.058 0.100 0.088
C 0.2502 1.4243 -0.2175 0.189 0.314 -0.328
C 0.6336 2.0602 -1.1652 -0.107 -0.242 0.423
C -0.5252 -1.2707 -0.4925 -0.033 -0.018 -0.552
C -0.6648 -1.4292 -1.6774 0.010 0.032 0.482
H 1.6650 -1.2246 0.6272 -0.022 -0.015 0.091
H -0.9596 -1.2265 1.5871 0.083 0.050 -0.159
H 0.2493 1.0175 1.8461 -0.100 -0.039 -0.054
H -1.3375 1.0061 1.0634 0.119 -0.047 -0.008
H 0.9665 2.6406 -1.9972 -0.028 -0.139 0.130
H -0.7875 -1.5278 -2.7326 -0.018 -0.112 0.161
```
Forces are in eV/Å.

***

The following is a quantum chemistry calculation of a 8-piece molecular cluster, C4H21NO10 overall in a non-equilibrium geometry, from the Open Molecules 2025 dataset.

Output
ΔE to the lowest compared entry with this formula, charge and spin   12.96 kJ/mol
SMILES   O=CNC(=O)CCO.O.O.O.O.O.O.O
Total charge   0
Energy   -972.18057 Eh

Structure (XYZ):
```
36
Properties=species:S:1:pos:R:3:forces:R:3
O -1.1617 1.1687 -2.2191 -0.826 0.534 0.299
C -0.8019 1.8474 -1.2584 1.997 -0.885 -1.749
N 0.3264 2.6206 -1.4876 -0.615 -0.380 2.435
C 1.0015 3.4534 -0.5250 -1.115 0.500 -2.485
O 1.2212 4.5647 -0.9288 0.911 -0.156 1.329
C -1.2946 1.6826 0.1186 0.295 -0.099 2.105
C -2.7544 1.4037 0.3937 -1.509 -0.345 -2.586
O -3.0956 0.0340 0.2463 -0.036 -0.358 0.803
H 0.6243 2.7599 -2.4301 -0.180 0.089 -0.589
H 1.2768 2.9743 0.4178 -0.031 0.275 0.200
H -1.0591 2.5227 0.7741 0.402 0.207 -0.283
H -0.7358 0.8165 0.5316 -0.035 0.311 -0.196
H -3.0730 1.6759 1.3928 0.352 0.103 0.163
H -3.3646 2.0080 -0.3380 0.371 -0.308 0.772
H -3.2455 -0.3070 -0.6448 0.346 0.536 -0.146
H 0.7957 -2.0118 -2.2194 -0.307 -0.589 0.099
H -0.7053 -2.3791 -2.3361 0.328 -0.118 -0.132
O 0.1863 -2.7773 -2.2597 -0.130 0.328 -0.138
H 0.7879 -2.6733 3.5359 -0.105 0.027 -0.183
H 0.3356 -2.0165 2.1941 -0.098 -0.077 -0.207
O 0.4741 -1.8518 3.1434 -0.054 -0.366 0.263
H -1.8481 -0.2792 -2.2953 -0.372 -1.458 -0.009
H -2.8552 -1.2891 -2.9753 0.335 -0.105 0.209
O -2.1732 -1.2514 -2.2861 -0.270 1.394 -0.205
H 1.0676 1.0588 4.1379 0.004 0.040 0.092
H 1.1478 -0.4654 3.7873 0.809 1.295 -0.302
O 1.6815 0.3946 3.8169 -0.605 -0.952 0.059
H 2.8859 -1.6875 -1.0031 -0.592 0.263 0.014
H 2.5107 -0.7228 -2.1104 -0.197 -0.012 0.401
O 2.1304 -1.1470 -1.3207 1.219 0.112 -0.440
H 0.1628 -2.6062 -0.4039 -0.247 0.112 -0.045
H -1.1205 -1.9614 0.1712 0.234 -0.073 0.054
O -0.2031 -2.1783 0.3946 -0.150 0.097 0.383
H 4.0900 -1.2483 1.9639 -0.172 0.093 0.131
H 2.9543 -0.8672 0.9813 0.066 0.060 0.328
O 3.8312 -1.2651 1.0405 -0.026 -0.094 -0.445
```
Forces are in eV/Å.

***

Number 6 is which compound? C4H21NO10